[1]
ORCA calculation (wB97M-V/def2-TZVPD) on C19H20N2O4S2 in the gas phase.

Element x y z (Å)
S  -0.471  1.962  3.367
S  -3.264  -0.364  0.122
O  -0.149  1.010  4.402
O  -1.406  1.347  2.095
O  5.183  2.295  -0.428
O  -1.084  3.142  4.043
N  -1.725  -2.304  -0.772
N  2.832  1.873  1.069
C  -2.904  -1.906  -0.793
C  3.116  3.155  0.462
C  4.067  1.002  1.235
C  4.980  0.958  0.045
C  1.055  2.586  2.564
C  0.623  0.798  0.715
C  -4.594  -4.226  -3.231
C  -0.697  0.647  1.181
C  -3.635  -3.513  -2.465
C  -6.261  -2.964  -2.136
C  1.604  1.424  1.756
C  -1.550  -0.277  0.471
C  0.473  -1.422  -0.346
C  1.085  -0.054  -0.470
C  -5.311  -2.232  -1.341
C  4.085  3.134  -0.804
C  -1.000  -1.297  -0.156
C  -3.946  -2.496  -1.536
C  -5.998  -3.934  -3.122
H  0.917  -2.058  -1.233
H  4.479  1.172  2.219
H  5.969  0.492  0.228
H  4.419  0.423  -0.836
H  0.806  0.373  -1.436
H  -2.619  -3.669  -2.598
H  2.070  -0.067  -0.349
H  0.915  -1.899  0.517
H  3.492  3.944  1.125
H  -4.096  -5.033  -3.860
H  -6.807  -4.480  -3.660
H  3.715  0.027  1.296
H  0.868  3.430  1.918
H  -5.761  -1.676  -0.568
H  1.995  3.504  0.069
H  4.445  4.147  -1.197
H  -7.238  -2.869  -1.845
H  1.754  2.799  3.409
H  3.638  2.472  -1.521
H  1.930  0.625  2.394

Atomic forces in eV per Å
S -0.732 3.943 3.855
S 0.404 -0.765 -0.168
O 0.222 -1.168 -2.038
O 1.148 1.587 2.965
O 2.588 0.966 0.335
O 0.247 -2.082 -3.066
N 2.003 1.021 0.351
N 3.051 -1.265 -0.741
C -2.674 2.496 1.215
C -3.526 1.664 -1.876
C -1.781 0.977 0.510
C -1.699 1.394 -2.216
C -0.400 -1.842 0.561
C -3.076 0.269 2.900
C 0.718 -0.139 -0.114
C 2.313 -0.062 -3.290
C -2.481 0.509 -0.263
C 2.165 -0.148 -0.034
C 1.300 0.895 -2.995
C -1.529 0.181 -0.325
C 2.006 -0.908 -0.990
C -3.915 0.944 0.978
C -0.456 -2.541 -2.314
C -0.527 -2.127 1.964
C 3.139 -3.175 -1.776
C -2.881 -1.636 -1.124
C 2.207 0.138 0.888
H -1.770 0.988 1.446
H 0.949 0.503 0.143
H -0.642 0.398 -0.084
H 0.959 0.401 1.543
H 0.058 0.345 0.109
H 1.710 -0.706 -0.367
H 4.365 -0.285 -0.164
H 0.131 -0.334 0.600
H -0.053 -0.156 0.335
H -1.324 1.087 0.563
H 0.914 0.576 0.547
H -0.909 -2.060 0.311
H -0.403 0.295 0.187
H 0.060 0.966 0.833
H 2.855 -0.309 0.756
H -0.516 -1.654 0.801
H -2.430 0.620 0.446
H -0.833 0.047 -0.614
H -1.030 0.528 -1.207
H 0.074 -0.376 0.623

Properties
SMILES string = O=S1(=O)C[C@H](N2CCOCC2)C2=C(O1)c1sc(-c3ccccc3)nc1CC2
LUMO = -0.337 eV
HOMO energy = -8.2 eV

***

[2]
ORCA calculation (wB97M-V/def2-TZVPD) on C8H10F4N2 in the gas phase.

Element x y z (Å)
F  -0.943  1.392  -2.591
F  0.555  -0.113  -3.088
F  1.694  2.456  -1.898
F  2.521  0.464  -1.815
N  1.825  1.305  -1.053
N  -0.316  0.264  -2.043
C  -1.195  -2.341  0.861
C  1.467  -0.421  1.102
C  -1.308  1.482  0.777
C  -1.720  0.072  0.986
C  -0.887  -0.887  0.524
C  -0.375  1.772  -0.097
C  0.436  -0.570  -0.026
C  0.334  0.704  -0.790
H  -0.547  -3.004  0.253
H  2.520  -0.401  0.760
H  -2.260  -2.453  0.581
H  -1.842  2.271  1.363
H  -2.654  0.042  1.578
H  0.883  -1.417  -0.625
H  1.434  -1.348  1.830
H  1.302  0.412  1.724
H  0.044  2.771  -0.241
H  -0.970  -2.454  1.928

Atomic forces in eV per Å
F 0.356 -0.311 -0.041
F -0.360 0.444 1.197
F -0.357 -1.068 0.452
F 0.698 -0.996 -0.645
N -1.856 1.190 1.366
N -1.562 0.450 -1.385
C 0.305 0.775 -0.875
C 0.957 -2.962 1.489
C -1.457 -0.092 1.001
C 0.550 1.280 -0.272
C -2.110 -0.771 1.946
C 0.831 1.762 0.052
C 2.421 -0.705 0.147
C 3.320 0.047 -2.913
H -0.554 0.155 0.444
H -0.703 0.117 -0.128
H 0.565 -0.563 0.572
H 0.664 -0.703 -0.637
H 0.660 -1.073 -0.596
H -0.995 0.991 0.028
H -0.148 1.593 -1.496
H -0.322 1.176 0.613
H -0.502 -0.266 -0.053
H -0.402 -0.471 -0.266

Properties
SMILES string = CC1=CC=CC(N(F)F)(N(F)F)[C@H]1C
LUMO = 0.222 eV
HOMO energy = -9.0 eV

***

[3]
ORCA calculation (wB97M-V/def2-TZVPD) on 21 unconnected molecules or ions with the total composition H42O21.

Element x y z (Å)
O  0.839  3.573  -2.155
O  -4.366  -0.693  -0.259
O  2.889  -1.822  3.024
O  1.009  -0.930  1.253
O  -1.684  -2.399  -1.006
O  -1.180  2.272  3.287
O  -3.887  -1.369  -2.688
O  0.465  1.664  5.287
O  2.143  3.281  1.531
O  -1.871  -0.461  2.042
O  2.691  -4.659  -1.028
O  1.929  2.174  -4.062
O  -3.121  1.499  -0.437
O  -1.473  -0.762  -4.420
O  0.660  -4.141  -2.682
O  -0.789  1.281  -0.990
O  2.043  0.036  -2.727
O  3.195  -0.078  0.000
O  -0.115  -1.814  3.715
O  1.271  -2.710  -0.320
O  0.327  5.033  1.752
H  3.240  -2.474  3.598
H  -0.620  4.930  1.896
H  -4.370  0.263  0.031
H  -3.993  -0.425  -2.387
H  2.538  -3.999  -0.333
H  1.330  1.274  5.225
H  0.710  4.179  -1.535
H  -2.355  0.104  1.430
H  1.851  1.754  -3.175
H  -2.244  1.882  -0.116
H  0.724  -0.226  0.602
H  -0.940  -2.312  -0.393
H  -1.551  0.847  -1.519
H  -0.698  -2.058  4.425
H  -1.139  3.185  3.617
H  1.503  -1.850  -0.620
H  0.023  -4.102  -1.915
H  1.120  -2.498  0.685
H  -0.635  2.085  -1.594
H  1.312  2.155  -4.739
H  -4.460  -1.166  0.445
H  1.650  -0.309  -1.885
H  3.448  0.844  0.221
H  2.117  -4.224  -1.603
H  1.638  2.458  1.139
H  0.601  4.864  0.932
H  -4.334  -1.655  -1.759
H  -2.099  -1.073  -4.984
H  3.849  -0.753  0.260
H  -1.205  -2.754  -1.739
H  -0.644  -1.482  2.879
H  1.450  3.871  2.041
H  1.107  -0.692  2.242
H  -1.643  1.998  4.213
H  -1.314  0.135  2.631
H  1.513  3.365  -2.939
H  -0.101  1.680  4.461
H  1.720  -0.655  -3.311
H  -0.554  -0.997  -4.615
H  -3.107  0.654  -1.033
H  1.583  -3.691  -2.803
H  2.009  -2.106  2.902

Atomic forces in eV per Å
O 0.534 -5.916 -5.331
O 0.255 5.826 -5.400
O 1.172 1.233 -0.589
O -0.764 1.228 2.029
O 0.238 0.273 1.096
O -2.306 -0.268 3.991
O -2.086 0.721 3.547
O -1.714 0.588 0.051
O -2.404 -1.336 -0.112
O 0.988 0.822 1.441
O 2.025 -0.677 1.836
O 3.308 1.822 2.256
O -0.967 -0.468 -0.163
O 3.295 2.128 3.316
O 0.371 0.322 -1.629
O -0.549 0.586 -2.862
O -0.903 -1.402 1.758
O 0.023 0.446 -0.345
O -0.211 1.164 -2.818
O -1.196 -0.816 2.545
O -2.019 1.700 5.955
H 0.740 -0.886 0.966
H 0.238 0.037 -0.661
H -0.183 -1.298 -0.214
H 0.351 -1.036 -1.446
H 0.607 -0.550 0.377
H 0.169 -0.326 -0.745
H 0.518 4.496 3.252
H 0.135 0.183 -0.154
H -0.869 -0.958 -1.674
H -1.255 -1.572 -1.326
H 0.391 -0.636 1.900
H -0.246 0.093 0.350
H 2.475 0.614 1.184
H -0.632 -0.024 0.120
H 0.628 0.399 -0.900
H 0.617 1.053 -0.312
H 2.438 0.611 -0.689
H 0.380 -0.275 -2.667
H 0.537 -1.306 1.134
H -2.338 -0.678 -1.016
H -0.855 -4.779 6.858
H 0.838 0.995 -0.645
H 0.400 -1.288 -0.013
H -1.322 -0.147 -1.378
H 1.265 2.640 1.390
H 1.131 -1.024 -5.375
H 1.688 0.137 -3.325
H -2.265 -1.796 -2.718
H -0.231 1.041 0.165
H -0.055 -0.121 -1.395
H 0.874 -1.550 2.506
H 1.724 -2.051 -1.241
H -0.316 0.564 -2.746
H 0.788 0.036 -3.249
H -1.399 -0.603 -1.415
H -1.397 1.582 1.962
H 2.463 -0.451 0.939
H 0.125 0.105 -0.736
H -0.957 -0.260 -0.538
H 0.862 2.365 1.965
H -3.445 -0.666 1.017
H -1.703 -0.647 -0.078

Properties
LUMO = -0.693 eV
HOMO energy = -10.3 eV

***

[4]
ORCA calculation (wB97M-V/def2-TZVPD) on C10H10N2O in the gas phase.

Element x y z (Å)
O  -0.897  0.878  -3.896
N  2.187  -0.991  -3.514
N  -1.522  1.696  -1.792
C  1.056  -1.363  -0.010
C  -0.818  0.298  1.858
C  0.126  -0.250  -0.596
C  0.259  0.006  -1.999
C  -0.622  0.711  0.321
C  -0.720  0.870  -2.734
C  -1.404  1.628  -0.518
C  0.544  -0.101  2.366
C  1.310  -0.575  -2.799
C  0.937  -1.414  1.659
H  1.118  -2.406  -0.506
H  0.498  -0.425  3.380
H  2.120  -0.828  -0.084
H  1.919  -1.673  2.157
H  -1.758  -0.482  1.835
H  0.283  -2.153  2.271
H  -2.040  2.301  -0.010
H  -2.283  2.345  -2.133
H  -1.521  1.091  2.303
H  1.229  0.838  2.441

Atomic forces in eV per Å
O -0.532 0.552 -2.119
N -4.090 1.915 3.509
N 0.002 -0.048 -4.273
C 1.520 1.261 2.487
C -4.318 1.144 -2.716
C 0.666 0.948 0.138
C -1.121 0.433 1.407
C -0.904 -1.405 -3.911
C 0.493 -0.360 3.424
C 1.704 -2.466 6.257
C -0.082 1.091 0.281
C 3.242 -1.892 -3.055
C 1.029 -0.673 0.603
H -0.422 2.019 0.679
H -0.268 0.013 1.066
H -1.979 -1.442 -0.231
H -0.514 0.111 -1.265
H 2.966 0.709 0.104
H 0.423 0.672 -2.179
H -0.635 0.714 0.744
H 1.604 -1.201 -0.050
H 2.040 -0.320 0.025
H -0.825 -1.773 -0.924

Properties
SMILES string = N#Cc1c2c(c[nH]c1=O)CCCC2
LUMO = -0.147 eV
HOMO energy = -8.3 eV